[1]
ORCA calculation (wB97M-V/def2-TZVPD) on 8 unconnected molecules or ions with the total composition C19H41N8O13.

Structure (XYZ):
```
81
Properties=species:S:1:pos:R:3:forces:R:3
C 2.51663 0.62593 1.20267 -1.0 -4.1 -2.0
C 1.38863 1.68393 1.44467 5.3 1.3 -2.4
C 1.97163 3.11593 0.83367 -2.7 1.0 4.8
C 0.84063 4.14793 0.65167 -0.5 -3.7 -1.1
C -0.12537 3.50793 -0.32833 1.2 -2.5 -0.6
C -0.85137 2.13793 0.15767 -0.1 3.0 -1.8
N 0.22963 1.24993 0.66567 -5.3 -6.2 0.6
O -0.17937 0.01393 0.66867 3.4 5.7 0.1
C -1.65337 1.60493 -1.10533 1.6 0.7 -0.7
C -1.89337 2.39693 1.35867 0.1 3.0 -3.0
C 1.18663 1.71993 2.91367 -0.8 3.6 1.6
H 2.53163 0.13993 0.15467 0.2 2.0 0.6
H 2.10263 -0.37007 1.52867 0.4 0.9 1.0
H 3.57163 0.67593 1.55467 -1.1 0.9 0.1
H 2.53063 3.07593 -0.00833 1.3 -1.0 -3.0
H 2.67263 3.63893 1.52367 -0.3 -1.2 0.3
H 1.22363 5.03693 0.34267 1.4 2.4 -1.8
H 0.28063 4.51093 1.45267 -0.7 -0.3 2.3
H 0.39463 3.23893 -1.31533 -0.8 0.6 1.3
H -0.95537 4.09593 -0.46933 -1.8 1.7 -0.9
H -2.40737 2.29293 -1.47933 0.2 0.9 0.5
H -2.24737 0.76993 -0.95533 -0.8 -2.0 1.0
H -1.08337 1.36093 -2.03733 0.2 0.4 1.2
H -2.65137 3.29093 1.15067 1.8 -2.0 -0.2
H -1.39437 2.68993 2.21267 1.1 0.4 2.0
H -2.40837 1.52093 1.47367 -1.4 -2.2 0.6
H 0.54063 2.64393 3.21067 1.4 -1.4 -0.3
H 2.11963 1.65293 3.52667 -0.5 0.6 -1.1
H 0.64963 0.91293 3.23367 -1.6 -2.3 0.6
N -2.65337 -2.12207 -3.96633 -0.1 -1.8 2.1
C -3.36637 -0.92307 -3.59633 0.8 -0.3 -3.5
C -3.42637 -0.11207 -4.83833 1.0 -1.7 2.3
C -2.59537 -0.84407 -5.90333 -2.2 -0.7 3.2
C -2.24337 -2.13407 -5.25733 1.1 1.8 -4.0
H -2.50037 -3.05007 -3.30733 -0.6 3.6 -2.0
H -3.80037 -0.79007 -2.56333 0.6 -0.2 -1.6
H -4.01037 0.88793 -4.73533 1.4 -1.9 -0.9
H -2.58537 -0.50607 -6.97433 0.4 -0.7 1.4
H -1.57937 -3.01907 -5.92033 -2.3 2.6 2.8
C -1.27537 -3.10307 -0.19433 7.0 2.5 -3.5
N -1.55337 -4.18107 -1.16733 -0.3 -3.0 2.6
O -1.23037 -5.32707 -0.83133 0.6 1.8 -0.5
O -2.36837 -3.99907 -2.02433 -0.8 0.5 -1.4
H -1.20437 -2.08607 -0.69633 -0.5 -1.3 -0.3
H -0.10237 -3.13207 0.09867 -3.2 -0.7 0.4
H -2.08737 -3.00507 0.37767 -2.6 -0.3 3.1
C 5.40863 -0.37207 6.02267 -7.0 -2.1 -4.7
N 5.86463 -0.22507 4.59467 1.3 0.1 4.2
O 7.03363 -0.00807 4.39767 0.1 0.0 -0.5
O 4.99363 -0.36707 3.82567 -2.2 -0.3 -3.4
H 5.91463 0.08893 6.63567 6.2 4.4 5.8
H 5.25463 -1.37507 6.29867 0.3 -1.4 -0.1
H 4.37763 0.10893 6.22067 1.3 -0.7 -1.2
C 5.04263 -2.18207 1.35167 -1.3 -2.7 -3.3
N 4.43563 -2.15107 -0.11933 1.1 0.3 0.6
O 3.27863 -2.46907 -0.21433 -0.4 0.1 -0.5
O 5.20463 -1.85807 -1.05533 -1.6 -0.5 2.2
H 5.72863 -2.93207 1.16167 2.0 -1.3 -0.2
H 4.51663 -2.55607 2.18167 -1.9 0.1 0.4
H 5.50663 -1.32007 1.46167 2.0 4.0 0.7
C -0.74037 -2.65907 4.76967 2.6 -1.3 -1.2
N -0.26537 -1.92607 3.49667 -0.7 -3.6 3.3
O -0.80037 -0.91807 3.35567 -2.7 6.0 -1.5
O 0.54263 -2.40207 2.78467 2.1 -1.4 -1.6
H -0.55037 -1.96307 5.58967 -1.1 0.0 -0.2
H 0.15163 -3.33707 4.81567 -1.6 -0.5 0.5
H -1.75337 -3.10407 4.54167 1.3 0.6 0.7
C -7.37337 1.21493 -2.42433 5.4 -0.6 -8.6
N -6.09837 1.85493 -1.91833 0.8 -2.6 -3.5
O -6.12237 2.19293 -0.80033 0.2 1.5 3.1
O -5.09537 1.85093 -2.65433 -1.2 0.3 0.7
H -7.13737 0.17993 -2.87533 -0.1 1.2 1.7
H -7.43537 1.66693 -3.55733 -0.9 -0.2 3.2
H -7.99837 1.28193 -1.68233 -4.1 0.5 3.3
C 1.29563 -0.69007 -4.56333 -12.3 1.9 -1.5
N 0.96363 0.11693 -3.27633 0.9 -5.6 -1.7
O 1.11863 1.27193 -3.34233 -0.2 3.1 1.2
O 0.72163 -0.63707 -2.31633 -0.1 2.0 -0.2
H 0.95563 -0.03807 -5.51633 0.5 -1.1 2.4
H 0.52563 -1.55707 -4.59233 2.2 1.0 0.3
H 2.21563 -0.71907 -4.66133 8.8 -1.3 -0.3
```
Forces are in eV/Å.

The calculation puts the HOMO energy at -9.63 eV. Its total energy is -58870.1127 eV. As for the HOMO-LUMO gap: 3.55 eV. As for the net charge: +1.


[2]
ORCA calculation (wB97M-V/def2-TZVPD) on a molecular structure, C21H52BFO15P3Tl.

Structure (XYZ):
```
94
Properties=species:S:1:pos:R:3:forces:R:3
Tl -3.82835 -1.96759 -1.37574 0.0 0.0 0.1
B 0.78315 -1.10336 -2.28313 2.2 1.2 0.8
H 0.16317 -0.36046 -2.76060 -2.5 2.4 -4.1
H 1.79783 -1.07639 -2.64909 4.0 1.8 -0.7
H 0.71019 -1.08812 -1.20671 0.6 -1.7 4.6
H 0.27633 -2.00688 -2.58488 -4.5 -3.6 -0.5
C 6.19485 1.11424 -5.32566 0.6 0.0 1.2
C 7.33929 1.11164 -4.26963 -2.2 1.2 -0.6
O 8.06851 2.29513 -4.55051 -0.7 -0.8 1.8
C 7.75994 2.68382 -5.77508 0.0 1.6 -1.2
O 8.27755 3.60872 -6.31525 0.0 -0.2 -0.2
O 6.74706 1.97736 -6.30464 -0.7 -0.3 -0.3
F 8.12495 0.13214 -4.57581 2.3 -2.9 -0.3
H 5.25765 1.44999 -4.88178 0.0 0.6 -0.3
H 6.00666 0.10471 -5.69107 0.4 0.1 -0.3
H 6.98736 0.97965 -3.24648 0.3 0.7 0.2
C 0.74782 -0.26131 7.01767 1.3 -0.8 -0.9
C 1.42963 0.21048 5.67265 -0.2 0.1 3.4
O 0.64886 0.04872 4.54792 -1.3 0.1 -1.3
P -0.33294 1.19507 4.08452 0.5 0.6 0.9
O -1.14785 0.74630 2.95758 -0.3 0.1 -0.4
O -1.10825 1.66887 5.40132 3.1 -3.4 -1.3
C -1.97429 2.69424 5.45457 -1.3 4.0 2.1
C -2.03936 3.17105 6.97058 -0.4 -0.9 -1.1
O 0.64806 2.44259 3.78987 -0.8 -0.9 1.7
C 1.81166 2.22193 3.01101 0.2 0.3 -0.6
C 1.47113 2.93165 1.74394 0.2 -0.6 -2.4
H 1.65960 -0.42958 7.59078 -0.3 0.5 0.9
H 0.07043 0.49737 7.40966 0.3 -0.2 0.1
H 0.29280 -1.25173 7.02875 -0.3 0.1 -0.5
H 1.55109 1.25061 5.97508 0.5 0.4 -0.9
H 2.40474 -0.25832 5.54040 -0.2 -0.1 -0.2
H -1.57466 3.57292 4.94829 -0.3 -0.1 -0.8
H -2.95045 2.37352 5.09077 -0.1 0.3 0.0
H -2.59120 4.10074 7.10936 -0.5 -0.3 -0.2
H -2.49057 2.30660 7.45763 -0.1 0.4 0.7
H -1.07161 3.39463 7.41955 0.3 -0.4 -0.4
H 2.72869 2.60278 3.46059 -0.3 0.5 0.5
H 2.04542 1.16267 2.90408 -0.5 -0.1 -0.3
H 1.68526 3.99422 1.62907 0.1 -0.1 0.5
H 1.96319 2.41242 0.92152 0.7 0.2 -0.2
H 0.43909 2.74441 1.44742 -0.2 0.2 0.5
C -3.53626 7.83638 -1.30717 0.3 -1.6 -0.1
C -2.61840 6.65951 -1.90237 -1.2 2.4 1.7
O -3.10243 6.30576 -3.21066 -0.4 -1.6 0.0
P -3.66737 4.81697 -3.54294 1.2 0.3 -1.5
O -3.86414 3.86520 -2.43648 0.0 0.6 -0.5
O -4.93858 4.99202 -4.55089 1.8 0.3 1.2
C -5.74795 6.15231 -4.58365 -1.6 1.2 -0.5
C -6.61373 6.38837 -3.38463 -0.5 -0.5 1.1
O -2.51587 4.22956 -4.57629 -1.0 0.7 1.0
C -1.87836 5.07792 -5.52823 0.7 0.7 -1.1
C -2.65440 5.12271 -6.86486 0.4 -0.4 0.3
H -3.11892 8.05378 -0.32398 0.5 0.7 -0.3
H -3.48428 8.60442 -2.07887 0.3 0.4 0.5
H -4.59257 7.73142 -1.05958 -0.1 -0.9 -0.5
H -1.71711 7.27169 -1.87078 0.5 -0.4 -1.5
H -2.32493 5.85513 -1.22788 -1.0 -0.5 -0.3
H -5.33654 7.13626 -4.80878 1.6 -0.4 0.1
H -6.42444 6.07741 -5.43502 0.1 -0.8 -0.1
H -6.15879 6.31347 -2.39695 0.8 0.3 -0.2
H -6.98635 7.40588 -3.50271 -0.4 -0.2 0.2
H -7.40421 5.64624 -3.27287 -0.3 0.2 -0.5
H -1.59539 6.06168 -5.15374 -1.0 0.2 0.4
H -0.87208 4.72974 -5.76119 -0.1 -1.0 0.2
H -2.37959 4.25138 -7.45931 -0.4 -0.2 0.1
H -3.71936 5.10855 -6.63302 0.0 0.2 -0.4
H -2.34377 5.95572 -7.49549 -0.2 0.3 0.4
C 2.96480 -5.35479 1.02521 0.1 1.1 -0.2
C 2.59100 -6.45985 0.02721 2.3 2.3 -0.3
O 2.03377 -7.43844 0.77310 -3.5 -2.1 1.1
P 0.45098 -7.27249 1.27272 -0.2 -2.5 -0.1
O -0.39692 -6.31425 0.52772 1.1 -0.4 0.8
O -0.12807 -8.86014 1.09347 0.6 2.9 1.9
C -0.26012 -9.60277 -0.12059 2.4 0.7 -0.5
C -0.67392 -11.01206 0.10094 -1.4 -0.6 0.3
O 0.61660 -6.99994 2.86093 -0.4 0.4 -2.0
C 1.22135 -7.95114 3.75183 0.6 -1.0 -0.6
C 0.23688 -9.00756 4.10078 -0.4 -1.3 0.4
H 3.54340 -4.59646 0.49770 0.0 0.1 0.0
H 2.07740 -4.87767 1.44110 -0.2 0.0 -0.1
H 3.55995 -5.68448 1.87680 0.0 -0.4 -0.3
H 2.02802 -6.06405 -0.81807 -0.5 -0.2 0.2
H 3.55074 -6.79559 -0.36558 -0.1 -0.5 -0.1
H -0.83343 -9.04415 -0.86043 -0.4 -0.1 0.2
H 0.77355 -9.61828 -0.46608 0.1 0.0 -0.7
H -1.03475 -11.39874 -0.85215 -0.1 0.0 0.0
H 0.02731 -11.75913 0.47278 0.5 0.6 0.1
H -1.51030 -11.01779 0.79989 -0.2 -0.1 -0.1
H 2.07966 -8.39286 3.24558 -0.1 -0.3 -0.5
H 1.76432 -7.58499 4.62317 -0.9 1.4 0.0
H 0.13362 -9.72979 3.29095 0.6 -0.4 0.3
H 0.61804 -9.42328 5.03352 -0.3 -0.7 -0.1
H -0.82027 -8.78595 4.24712 0.2 1.1 0.4
```
Forces are in eV/Å.

For the relative energy (zero: lowest compared OMol25 entry of this formula, charge and spin), the calculation gives 189.7 kcal/mol. The calculation puts the HOMO energy at -13.82 eV. Its total energy is -89264.8733 eV. As for the HOMO-LUMO gap: 1.34 eV. As for the net charge: +2.